Record 1
Formula: C25H47ClINO3PmSi2
Source: OMol25
Level of theory: ωB97M-V/def2-TZVPD

Last column: Mulliken spin population.
CARTESIAN COORDINATES (ANGSTROEM)
1 O -1.113 -1.103 -3.558  0.001
2 O -1.211 -3.384 -3.541  -0.005
3 C -2.463 -0.716 -3.914  0.001
4 C -2.646 0.780 -4.237  0.001
5 H -3.154 -0.974 -3.117  -0.001
6 H -2.835 -1.321 -4.740  0.000
7 H -2.353 1.404 -3.395  0.000
8 H -3.691 1.000 -4.454  0.000
9 H -2.063 1.086 -5.106  0.000
10 C -0.237 -1.032 -4.714  0.001
11 C -0.682 -1.648 -6.065  0.000
12 H 0.701 -1.497 -4.421  0.000
13 H -0.014 0.008 -4.930  0.000
14 H -1.034 -2.672 -5.949  0.000
15 H 0.151 -1.672 -6.766  0.000
16 H -1.480 -1.074 -6.534  0.000
17 C 0.005 -4.075 -3.247  0.001
18 C -2.476 -4.038 -3.483  0.000
19 C 0.680 -4.606 -4.514  0.000
20 H -0.163 -4.879 -2.529  0.000
21 H 0.698 -3.379 -2.779  -0.001
22 H 0.046 -5.299 -5.061  0.000
23 H 1.600 -5.131 -4.263  0.000
24 H 0.943 -3.794 -5.189  0.000
25 C -2.663 -5.034 -4.627  0.000
26 H -3.265 -3.291 -3.540  0.000
27 H -2.596 -4.548 -2.531  0.000
28 H -2.445 -4.574 -5.590  0.000
29 H -3.689 -5.399 -4.655  0.000
30 H -2.016 -5.901 -4.503  0.000
31 H -1.218 -2.385 -3.273  0.002
32 Pm 0.000 0.000 0.000  4.038
33 C -1.485 -1.379 -0.284  0.004
34 Si -2.546 -2.430 0.915  0.003
35 H -1.870 -0.395 -0.526  0.000
36 H -0.552 -1.799 -0.641  -0.002
37 C -4.263 -2.574 0.171  -0.002
38 C -2.898 -1.764 2.629  0.000
39 C -1.822 -4.137 1.177  0.000
40 C 0.569 1.237 -1.624  -0.059
41 Si 2.383 1.105 -2.173  0.004
42 H 0.632 1.901 -0.774  0.024
43 H 0.026 1.842 -2.348  0.000
44 C 2.568 1.600 -3.970  -0.001
45 C 3.013 -0.635 -1.956  0.003
46 C 3.437 2.298 -1.197  0.000
47 H -1.433 -4.561 0.255  0.000
48 H -2.570 -4.823 1.571  0.000
49 H -1.003 -4.101 1.892  0.000
50 H -4.622 -1.606 -0.173  0.000
51 H -4.974 -2.947 0.907  0.000
52 H -4.297 -3.259 -0.671  0.000
53 H -3.103 -0.699 2.643  0.000
54 H -2.074 -1.975 3.305  0.000
55 H -3.770 -2.260 3.053  0.000
56 H 3.160 -1.132 -2.914  0.000
57 H 2.309 -1.235 -1.385  0.000
58 H 3.966 -0.649 -1.430  0.000
59 H 4.477 2.246 -1.516  0.000
60 H 3.413 2.075 -0.135  0.000
61 H 3.102 3.324 -1.334  0.000
62 H 3.609 1.823 -4.201  0.000
63 H 1.984 2.491 -4.196  0.000
64 H 2.256 0.808 -4.649  0.000
65 Cl 1.324 2.173 6.764  0.000
66 C 1.011 1.245 5.299  0.001
67 C 1.021 -0.153 5.391  0.000
68 C 0.777 -0.947 4.266  -0.001
69 I 0.796 -3.051 4.472  0.000
70 C 0.525 -0.348 3.025  -0.004
71 O 0.276 -1.114 1.938  -0.012
72 C 0.516 1.060 2.918  -0.004
73 N 0.277 1.641 1.710  0.008
74 C 0.224 2.994 1.560  -0.002
75 C 0.451 3.825 2.658  0.000
76 C 0.722 3.262 3.906  -0.001
77 C 0.753 1.865 4.058  0.003
78 H 1.216 -0.625 6.345  0.000
79 H 0.019 3.444 0.600  -0.001
80 H 0.422 4.900 2.541  0.000
81 H 0.899 3.925 4.742  0.000

Properties
<S²>: 6.010
2S+1: 5
HOMO energy (spin up / spin down): -9.697 / -9.718 eV
total charge: +1
energy: -87243.109 eV
frontier orbital gap (spin up / spin down): 6.990 / 7.040 eV

=====

Record 2
Formula: C3H3N2OP
Source: OMol25
Level of theory: ωB97M-V/def2-TZVPD

Last column: natural (NBO) charge in e.
CARTESIAN COORDINATES (ANGSTROEM)
1 O 4.072 -0.780 -0.919  -0.990
2 P 3.642 0.159 0.133  1.504
3 N 1.903 0.023 0.199  -0.527
4 C 0.908 -0.815 -0.220  -0.037
5 C -0.217 -0.066 -0.223  -0.324
6 C 0.197 1.226 0.080  -0.035
7 N 1.444 1.259 0.352  -0.287
8 H 1.302 -1.838 -0.383  0.243
9 H -1.256 -0.188 -0.473  0.238
10 H -0.438 2.109 0.316  0.214

Properties
2S+1: 1
HOMO energy: -10.156 eV
relative energy (zero: lowest compared OMol25 entry of this formula, charge and spin): 0.0000 eV
energy: -17475.367 eV
frontier orbital gap: 9.494 eV

=====

Record 3
Formula: C4H11IO3S
Source: OMol25
Level of theory: ωB97M-V/def2-TZVPD

Last column: natural (NBO) charge in e.
CARTESIAN COORDINATES (ANGSTROEM)
1 C -2.567 -0.176 -1.076  -0.652
2 C -1.033 -0.706 -0.989  -0.119
3 O -0.115 0.075 -1.809  -0.619
4 S 1.416 0.249 -1.111  1.044
5 C 1.980 -1.279 -0.237  -0.835
6 C 1.186 1.602 0.189  -0.242
7 O 1.465 1.146 1.522  -0.345
8 O 0.205 0.902 2.133  -0.562
9 H -2.645 0.832 -1.604  0.237
10 H -2.915 -0.057 0.019  0.243
11 H -3.268 -0.966 -1.536  0.229
12 H -0.742 -0.756 0.117  0.191
13 H -1.057 -1.763 -1.456  0.195
14 H 1.198 -2.100 -0.142  0.276
15 H 2.832 -1.721 -0.879  0.264
16 H 2.422 -1.102 0.798  0.306
17 H 2.003 2.382 -0.068  0.224
18 H 0.172 2.127 0.080  0.248
19 H 0.087 -0.099 2.029  0.449
20 I -0.624 1.407 4.020  -0.534

Properties
2S+1: 1
HOMO energy: -5.185 eV
energy: -29394.993 eV
frontier orbital gap: 3.945 eV

=====

Record 4
Formula: C4H7NO2
Source: OMol25
Level of theory: ωB97M-V/def2-TZVPD

Last column: natural (NBO) charge in e.
CARTESIAN COORDINATES (ANGSTROEM)
1 O 0.582 1.193 -2.071  -0.542
2 C 1.269 0.992 -1.111  0.438
3 C 0.794 0.185 0.107  -0.180
4 C -0.696 -0.046 -0.067  -0.498
5 C -1.245 -0.459 1.262  0.045
6 O -2.430 -0.565 1.522  -0.746
7 N 1.507 -0.997 0.314  -0.836
8 H 2.339 1.055 -1.318  0.088
9 H 0.971 0.741 1.010  0.190
10 H -0.638 -0.571 -1.016  0.158
11 H -1.113 1.033 -0.352  0.182
12 H -0.512 -1.180 1.840  -0.010
13 H 1.197 -1.731 -0.311  0.340
14 H 1.258 -1.422 1.189  0.371

Properties
<S²>: 0.753
2S+1: 2
HOMO energy (spin up / spin down): 0.192 / -3.197 eV
relative energy (zero: lowest compared OMol25 entry of this formula, charge and spin): 2.2597 eV
total charge: -1
energy: -9843.935 eV
frontier orbital gap (spin up / spin down): 3.774 / 7.132 eV

=====

Record 5
Formula: C6H10
Source: OMol25
Level of theory: ωB97M-V/def2-TZVPD

Last column: natural (NBO) charge in e.
CARTESIAN COORDINATES (ANGSTROEM)
1 C -0.348 1.842 2.010  -0.679
2 C -0.416 1.761 0.517  -0.037
3 C 0.110 0.810 -0.292  -0.425
4 C 1.140 -0.145 -0.036  0.120
5 C 1.018 -1.464 -0.731  -0.568
6 C -0.302 -1.907 -1.377  -0.627
7 H -0.810 0.956 2.465  0.231
8 H 0.684 1.888 2.375  0.242
9 H -0.901 2.714 2.372  0.216
10 H -0.375 0.816 -1.273  0.213
11 H -1.051 2.500 0.028  0.192
12 H 1.348 -2.202 0.017  0.244
13 H 1.849 -1.503 -1.459  0.254
14 H -0.589 -1.262 -2.215  0.203
15 H -0.243 -2.932 -1.759  0.214
16 H -1.114 -1.871 -0.642  0.207

Properties
2S+1: 1
HOMO energy (spin up / spin down): -7.655 / -7.939 eV
relative energy (zero: lowest compared OMol25 entry of this formula, charge and spin): 3.8287 eV
energy: -6380.031 eV
frontier orbital gap (spin up / spin down): 7.361 / 7.582 eV

=====

Record 6
Formula: C10H19N2
Source: OMol25
Level of theory: ωB97M-V/def2-TZVPD

Last column: natural (NBO) charge in e.
CARTESIAN COORDINATES (ANGSTROEM)
1 C 1.657 -1.655 2.693  -0.647
2 C 1.866 -2.454 1.419  -0.110
3 C 1.079 -2.269 0.348  -0.273
4 C -0.068 -1.387 0.191  0.039
5 C -1.296 -1.655 0.952  -0.691
6 C 0.133 -0.306 -0.653  0.239
7 N 1.381 -0.048 -1.184  -0.436
8 C 1.953 0.776 -1.932  0.193
9 C 1.336 1.701 -2.992  -0.679
10 N -1.182 0.642 -0.780  -0.571
11 C -1.216 1.898 0.115  -0.214
12 C -2.727 2.128 0.389  -0.616
13 H 1.492 -2.437 3.562  0.234
14 H 0.806 -1.007 2.617  0.194
15 H 2.541 -1.120 2.828  0.233
16 H 2.699 -3.152 1.383  0.225
17 H 1.456 -2.844 -0.634  0.246
18 H -1.522 -0.757 1.638  0.231
19 H -1.062 -2.452 1.609  0.265
20 H -2.113 -1.990 0.188  0.251
21 H 2.996 0.525 -2.061  0.193
22 H 2.092 2.394 -3.212  0.245
23 H 1.043 1.077 -3.839  0.250
24 H 0.453 2.197 -2.555  0.187
25 H -1.199 0.936 -1.706  0.427
26 H -2.027 0.156 -0.395  0.455
27 H -0.616 1.716 0.981  0.224
28 H -0.753 2.753 -0.363  0.229
29 H -3.305 1.224 0.512  0.211
30 H -2.736 2.533 1.255  0.226
31 H -3.158 2.877 -0.375  0.240

Properties
2S+1: 1
HOMO energy: -12.213 eV
relative energy (zero: lowest compared OMol25 entry of this formula, charge and spin): 4.7130 eV
total charge: +1
energy: -13648.209 eV
frontier orbital gap: 8.846 eV

=====

Record 7
Formula: C2H6NO2S
Source: OMol25
Level of theory: ωB97M-V/def2-TZVPD

Last column: natural (NBO) charge in e.
CARTESIAN COORDINATES (ANGSTROEM)
1 C -0.247 0.348 1.605  0.092
2 C 0.548 0.492 -1.911  -0.859
3 N 0.483 -0.435 0.670  -1.028
4 O 0.374 -2.052 -1.246  -1.039
5 O -1.206 -0.433 2.340  -0.790
6 S -0.219 -0.861 -0.702  1.373
7 H -1.378 -1.201 1.760  0.461
8 H -0.827 1.259 1.395  0.119
9 H 0.451 0.718 2.568  0.108
10 H 0.225 1.537 -1.571  0.183
11 H 1.626 0.417 -2.078  0.199
12 H 0.169 0.210 -2.828  0.180

Properties
2S+1: 1
HOMO energy: -2.977 eV
relative energy (zero: lowest compared OMol25 entry of this formula, charge and spin): 3.9952 eV
total charge: -1
energy: -18590.242 eV
frontier orbital gap: 6.988 eV

=====

Record 8
Formula: C3H5N3
Source: OMol25
Level of theory: ωB97M-V/def2-TZVPD

Last column: natural (NBO) charge in e.
CARTESIAN COORDINATES (ANGSTROEM)
1 N 1.789 0.490 -0.270  -0.817
2 C 0.522 -0.031 0.104  0.081
3 C -0.184 -0.558 1.230  -0.128
4 N -1.585 -0.481 1.035  -0.250
5 N -1.689 -0.138 -0.255  -0.337
6 C -0.480 -0.024 -0.852  -0.159
7 H 2.506 0.660 0.423  0.383
8 H 1.677 1.331 -0.835  0.384
9 H 0.278 -1.220 1.984  0.216
10 H -2.459 0.360 -0.707  0.408
11 H -0.375 -0.390 -1.857  0.219

Properties
2S+1: 1
HOMO energy: -8.216 eV
relative energy (zero: lowest compared OMol25 entry of this formula, charge and spin): 2.4132 eV
energy: -7660.042 eV
frontier orbital gap: 9.275 eV

=====

2S+1 of number 8 (C3H5N3)?
1

=====

Look up the energy of the second one.
-17475.367 eV

=====

Which value of 2S+1 does entry 2 give?
1